1.
Computed, not measured: an isolated molecule of C27H30N4O6S at a distorted geometry, with ωB97M-V/def2-TZVPD.

Structure (XYZ):
```
68
Properties=species:S:1:pos:R:3:lowdin_charge:R:1
C -6.511 -0.996 2.338 -0.0730
O -6.229 -0.484 1.056 -0.0815
C -5.107 0.267 0.900 -0.2173
C -4.267 0.670 1.928 0.0008
C -3.118 1.386 1.657 -0.0140
C -2.794 1.733 0.350 -0.2152
C -1.527 2.347 0.038 -0.1043
N -0.636 2.483 0.935 0.0879
N 0.596 2.886 0.571 0.0411
C 1.661 2.692 1.403 -0.4664
O 1.585 2.460 2.584 0.0858
C 2.978 2.681 0.619 -0.0874
N 3.048 1.398 -0.055 -0.2439
C 4.007 0.403 0.359 -0.1852
C 5.426 0.711 -0.144 -0.1299
C 6.354 -0.419 0.195 -0.2401
C 6.413 -1.538 -0.627 -0.0391
C 7.242 -2.599 -0.311 -0.0828
C 8.020 -2.556 0.834 -0.0961
C 7.964 -1.448 1.661 -0.0866
C 7.133 -0.387 1.344 -0.0443
S 2.298 1.191 -1.511 0.6794
O 1.850 2.487 -1.961 -0.2984
O 3.140 0.435 -2.391 -0.2647
C 0.821 0.220 -1.198 -0.2751
C 0.013 0.016 -2.303 -0.0607
C -1.174 -0.674 -2.167 -0.0127
C -1.566 -1.163 -0.917 -0.2165
N -2.771 -1.852 -0.848 0.1367
C -3.421 -2.380 0.240 -0.5030
C -4.713 -3.057 -0.151 0.0146
O -3.011 -2.315 1.374 0.0784
C -0.740 -0.955 0.187 0.0167
C 0.452 -0.265 0.042 -0.0444
C -3.659 1.369 -0.688 0.0180
C -4.795 0.630 -0.429 -0.2092
O -5.655 0.158 -1.386 -0.0819
C -5.494 0.614 -2.705 -0.0798
H -7.387 -1.630 2.214 0.0970
H -6.742 -0.196 3.048 0.0972
H -5.675 -1.592 2.718 0.0957
H -4.492 0.405 2.948 0.1121
H -2.444 1.669 2.448 0.1172
H -1.325 2.594 -1.013 0.1363
H 0.790 3.045 -0.425 0.1077
H 3.010 3.485 -0.120 0.1236
H 3.815 2.775 1.311 0.1358
H 3.990 0.322 1.450 0.1411
H 3.677 -0.547 -0.068 0.1236
H 5.368 0.840 -1.226 0.1129
H 5.779 1.642 0.304 0.1163
H 5.807 -1.566 -1.521 0.1171
H 7.284 -3.461 -0.960 0.1018
H 8.670 -3.383 1.080 0.0995
H 8.569 -1.408 2.555 0.1011
H 7.095 0.477 1.992 0.1113
H 0.330 0.407 -3.257 0.1204
H -1.804 -0.838 -3.030 0.1134
H -3.256 -1.938 -1.732 0.1415
H -5.105 -3.603 0.702 0.0898
H -5.440 -2.302 -0.448 0.0747
H -4.555 -3.744 -0.979 0.0856
H -1.044 -1.322 1.153 0.1113
H 1.081 -0.096 0.901 0.1172
H -3.399 1.645 -1.698 0.1111
H -6.322 0.186 -3.268 0.0966
H -5.543 1.706 -2.763 0.1012
H -4.547 0.275 -3.141 0.0841
```

Its energy above the lowest of the compared OMol25 structures with the same formula, charge and spin is 5.1549 eV. The value obtained for the LUMO energy is 0.40 eV. Its HOMO-LUMO gap is 8.25 eV. The multiplicity is 1. The total energy is -57565.72053 eV. Its HOMO energy is -7.84 eV. The SMILES is COc1ccc(/C=N/NC(=O)CN(CCc2ccccc2)S(=O)(=O)c2ccc(NC(C)=O)cc2)cc1OC.


2.
Computed, not measured: a structure of composition C27H31BGe2N8Ni at a distorted geometry, with ωB97M-V/def2-TZVPD.

Structure (XYZ):
```
70
Properties=species:S:1:pos:R:3:lowdin_charge:R:1
Ni 1.428 -1.532 -0.387 0.7620
C 5.306 -0.588 -1.292 -0.0046
C 4.302 -1.557 -1.394 -0.0704
N 3.331 -1.261 -0.506 -0.0670
N 3.637 -0.115 0.130 0.0240
C 4.860 0.306 -0.330 0.0036
B 2.527 0.730 0.969 -0.5909
N 1.887 -0.234 2.007 0.0136
C 1.901 -0.240 3.347 -0.0141
C 1.322 -1.491 3.778 0.0129
C 0.956 -2.121 2.593 -0.0996
N 1.322 -1.368 1.554 -0.0426
N 1.443 1.292 -0.045 0.0493
C 1.021 2.515 -0.355 0.0156
C 0.133 2.326 -1.460 -0.0069
C 0.083 0.998 -1.704 -0.2416
N 0.866 0.367 -0.824 -0.0278
N 3.341 1.719 1.744 -0.0447
C 4.317 1.289 2.564 -0.1326
C 5.198 2.284 2.728 -0.0295
C 4.645 3.347 1.975 -0.1270
N 3.531 3.028 1.366 0.1037
H 6.258 -0.598 -1.777 0.1114
H 4.256 -2.429 -1.984 0.1083
H 5.268 1.173 0.148 0.1213
H 2.269 0.674 3.830 0.1413
H 1.114 -1.865 4.752 0.1033
H 0.424 -3.027 2.418 0.1171
H 1.460 3.375 0.143 0.1300
H -0.454 3.145 -1.863 0.1290
H -0.416 0.490 -2.522 0.0904
H 4.294 0.258 3.001 0.1515
H 6.036 2.381 3.342 0.0965
H 5.110 4.286 1.901 0.1044
C 0.111 -3.189 -1.864 -0.2489
Ge -1.680 -2.280 -2.237 0.8328
C -1.477 -2.038 -4.230 -0.2121
C -3.339 -3.237 -1.551 -0.2020
Ge -2.035 -0.217 -0.799 1.0759
C -1.807 -0.225 1.094 -0.3491
C -2.486 -1.304 1.747 -0.1007
C -2.717 -1.274 3.123 -0.0342
C -2.192 -0.180 3.837 -0.0500
C -1.515 0.828 3.185 -0.0802
C -1.392 0.889 1.808 -0.1144
C -3.250 1.000 -1.524 -0.3577
C -3.825 1.995 -0.694 -0.0900
C -4.836 2.788 -1.147 -0.0557
C -5.178 2.774 -2.488 -0.0281
C -4.601 1.846 -3.334 -0.0482
C -3.671 0.942 -2.843 -0.1089
H 0.979 -2.763 -2.333 0.0108
H 0.000 -4.096 -2.459 0.0484
H 0.350 -3.645 -0.914 0.0174
H -1.175 -2.941 -4.748 0.0335
H -0.882 -1.174 -4.477 0.0145
H -2.457 -1.850 -4.669 0.0199
H -3.127 -4.330 -1.680 0.0504
H -4.101 -2.977 -2.207 -0.0064
H -3.587 -2.935 -0.516 0.0056
H -2.826 -2.126 1.177 0.0576
H -3.118 -2.144 3.617 0.1155
H -2.271 -0.058 4.939 0.1336
H -1.148 1.655 3.812 0.1280
H -0.990 1.780 1.338 0.1039
H -3.508 2.041 0.328 0.0938
H -5.201 3.450 -0.379 0.1219
H -5.909 3.506 -2.879 0.1366
H -4.864 1.719 -4.372 0.1192
H -3.255 0.216 -3.509 0.0772
```

Its energy above the lowest of the compared OMol25 structures with the same formula, charge and spin is 0.5762 eV. Its expectation value of S² is 2.005. The value obtained for the LUMO energy (spin up / spin down) is -6.52 / -6.88 eV. Its HOMO-LUMO gap (spin up / spin down) is 7.64 / 7.28 eV. The multiplicity is 3. The total energy is -195160.08517 eV. Its HOMO energy (spin up / spin down) is -14.16 / -14.16 eV. The charge is +2.


3.
Computed, not measured: a structure of composition C27H31ClCuGeNSi2 at a distorted geometry, with ωB97M-V/def2-TZVPD.

Structure (XYZ):
```
64
Properties=species:S:1:pos:R:3:lowdin_charge:R:1
Cu 2.385 8.063 17.352 0.0692
C 1.587 10.148 14.368 -0.1717
Si 1.825 8.377 15.031 0.6508
C 2.980 7.420 13.821 -0.1543
C 0.199 7.532 14.513 -0.3661
C -0.196 7.278 13.224 -0.1022
C -1.363 6.592 12.928 -0.0706
C -2.082 6.132 13.993 -0.0751
C -1.732 6.456 15.318 -0.0660
C -0.645 7.285 15.539 -0.3477
Si 0.007 7.864 17.235 0.6444
C -1.083 9.437 17.557 -0.1674
C -0.526 6.544 18.523 -0.1720
H 0.603 10.293 13.939 0.0398
H 2.324 10.351 13.619 0.0189
H 1.791 10.921 15.144 0.0314
H 2.351 6.924 13.053 0.0445
H 3.546 6.692 14.399 0.0049
H 3.763 8.014 13.377 0.0267
H 0.423 7.632 12.364 0.1223
H -1.644 6.457 11.903 0.1087
H -2.872 5.404 13.816 0.1121
H -2.398 6.148 16.138 0.1141
H -1.630 9.758 16.630 0.0601
H -0.518 10.305 17.882 0.0028
H -1.784 9.162 18.334 0.0221
H -1.572 6.784 18.772 0.0471
H 0.029 6.694 19.458 0.0274
H -0.424 5.544 18.172 0.0117
Cl 7.323 10.439 16.898 0.7218
C 5.763 10.490 17.635 -0.6134
C 5.379 11.640 18.284 -0.0579
C 4.007 11.730 18.701 -0.0277
C 3.167 10.684 18.476 -0.0982
N 3.611 9.502 17.905 -0.0659
C 4.827 9.378 17.473 -0.1392
H 6.078 12.480 18.488 0.1342
H 3.589 12.616 19.230 0.1344
H 2.098 10.667 18.758 0.1230
H 5.140 8.521 16.887 0.0942
Ge 3.544 6.099 17.883 0.9423
C 3.740 5.884 19.840 -0.3582
C 4.363 4.661 20.134 -0.1111
C 4.878 4.445 21.461 -0.0649
C 4.691 5.368 22.448 -0.0879
C 4.097 6.612 22.161 -0.0577
C 3.549 6.854 20.871 -0.0929
C 2.944 4.283 17.418 -0.3884
C 3.417 3.502 16.367 -0.1083
C 3.027 2.145 16.194 -0.0593
C 1.921 1.675 16.897 -0.0826
C 1.353 2.443 17.890 -0.0798
C 1.985 3.648 18.232 -0.1397
H 5.063 5.956 17.508 0.0050
H 4.451 3.894 19.344 0.1016
H 5.450 3.538 21.627 0.1087
H 5.075 5.114 23.423 0.1067
H 4.065 7.407 22.866 0.0910
H 3.169 7.830 20.666 0.0698
H 4.081 3.928 15.620 0.0947
H 3.574 1.577 15.498 0.0888
H 1.503 0.661 16.681 0.1255
H 0.562 2.040 18.494 0.1032
H 1.766 4.056 19.273 0.1223
```

Its energy above the lowest of the compared OMol25 structures with the same formula, charge and spin is 0.9061 eV. Its expectation value of S² is 0.755. The value obtained for the LUMO energy (spin up / spin down) is -4.64 / -5.65 eV. Its HOMO-LUMO gap (spin up / spin down) is 6.44 / 5.74 eV. The multiplicity is 2. The total energy is -159416.84341 eV. Its HOMO energy (spin up / spin down) is -11.08 / -11.39 eV. The charge is +1.


4.
Computed, not measured: a structure of composition C27H31ClN8NiO5P at a distorted geometry, with ωB97M-V/def2-TZVPD.

Structure (XYZ):
```
74
Properties=species:S:1:pos:R:3:lowdin_charge:R:1
Ni -0.341 0.789 -0.038 0.6887
C 3.567 -2.063 -2.821 -0.0095
N 2.894 -1.510 -1.639 -0.1225
C 3.419 -1.473 -0.398 -0.0340
C 2.523 -0.759 0.402 -0.0677
N 1.487 -0.353 -0.399 0.0308
C 1.705 -0.869 -1.581 -0.4366
P 0.914 -0.162 -3.117 1.1917
C 0.750 1.626 -2.738 -0.4529
N 0.288 2.113 -1.595 0.0234
C 0.201 3.436 -1.733 -0.0950
C 0.720 3.787 -2.953 0.0024
N 1.036 2.581 -3.593 -0.1164
C 1.454 2.523 -4.972 -0.0073
C -0.765 -0.659 -2.701 -0.4628
N -1.313 -0.349 -1.514 0.0360
C -2.560 -0.997 -1.503 -0.0864
C -2.709 -1.707 -2.660 -0.0193
N -1.586 -1.397 -3.430 -0.1097
C -1.393 -2.001 -4.736 -0.0011
H 2.879 -2.519 -3.533 0.0874
H 4.206 -2.868 -2.452 0.0991
H 4.200 -1.339 -3.286 0.0885
H 4.339 -1.964 -0.101 0.1336
H 2.571 -0.477 1.413 0.0917
H -0.078 4.031 -0.877 0.1201
H 0.822 4.734 -3.387 0.1135
H 2.438 2.877 -5.043 0.0825
H 0.811 3.183 -5.526 0.0991
H 1.350 1.485 -5.354 0.0833
H -3.293 -0.955 -0.736 0.1054
H -3.563 -2.293 -2.898 0.1245
H -0.385 -1.807 -5.054 0.0628
H -2.028 -1.517 -5.420 0.0873
H -1.534 -3.071 -4.687 0.1040
O -5.567 1.437 2.775 0.1505
C -4.868 0.467 3.329 -0.4987
O -5.214 0.002 4.388 0.0934
C -3.643 -0.022 2.620 -0.0198
C -3.054 -1.292 2.909 -0.5215
Cl -3.589 -2.566 3.935 0.8081
N -1.936 -1.408 2.124 -0.0696
N -1.674 -0.241 1.448 0.1228
C -2.779 0.576 1.664 -0.1293
C -2.847 1.910 1.109 -0.5449
O -3.768 2.677 1.441 0.0632
O -1.862 2.138 0.284 -0.0817
C -1.037 -2.490 2.075 -0.2568
C -0.202 -2.805 3.132 -0.0029
C 0.583 -3.939 3.000 -0.0561
C 0.710 -4.644 1.803 -0.0460
C -0.090 -4.193 0.756 -0.0744
C -0.975 -3.181 0.911 -0.0300
H -5.110 1.871 2.059 0.0461
H -0.252 -2.276 4.033 0.1053
H 1.168 -4.339 3.771 0.0937
H 1.509 -5.356 1.741 0.1073
H 0.104 -4.722 -0.143 0.0985
H -1.710 -2.894 0.129 0.1215
C 3.395 2.659 1.485 -0.0677
C 1.920 3.105 1.640 -0.1557
O 0.985 1.895 1.819 -0.2474
C 0.932 1.397 3.213 -0.2428
C -0.125 2.136 3.973 -0.0729
H 3.998 3.533 1.335 0.0657
H 3.476 2.106 0.546 0.0570
H 3.839 2.040 2.314 0.0956
H 1.505 3.756 0.908 0.0892
H 1.894 3.681 2.559 0.1044
H 1.873 1.641 3.692 0.1054
H 0.770 0.302 3.261 0.1095
H 0.030 3.228 4.107 0.0957
H -0.282 1.661 4.941 0.0844
H -1.137 2.091 3.574 0.0666
```

Its energy above the lowest of the compared OMol25 structures with the same formula, charge and spin is 0.0000 eV. Its expectation value of S² is 2.004. The value obtained for the LUMO energy (spin up / spin down) is -2.59 / -2.61 eV. Its HOMO-LUMO gap (spin up / spin down) is 9.05 / 9.03 eV. The multiplicity is 3. The total energy is -113510.26758 eV. Its HOMO energy (spin up / spin down) is -11.64 / -11.64 eV. The charge is +1.